[1]
44
Properties=species:S:1:pos:R:3:forces:R:3 method="wB97M-V/def2-TZVPD" relative_energy_kcal_mol=11.3 spin_multiplicity=1 charge=0 smiles="C[N+](=O)[O-].C[N+](=O)[O-].ClCCl.ClCCl.ClCCl.ClCCl.ClCCl.ClCCl"
C -11.683432 -7.231255 17.535416 -0.29 0.46 -0.09
N -11.739071 -5.893911 18.201894 0.09 -0.73 -0.04
O -11.172780 -5.788887 19.266128 0.16 0.15 0.29
O -12.328322 -5.020742 17.621600 -0.27 0.56 -0.24
H -11.434188 -7.956756 18.293456 0.18 -0.16 -0.04
H -10.951842 -7.140252 16.739158 0.18 -0.17 0.08
H -12.655637 -7.402870 17.087835 -0.09 -0.04 0.02
C -7.351004 -9.249499 16.755704 0.08 0.10 0.33
N -8.705302 -8.763988 16.387755 -0.66 -0.45 -0.14
O -9.672960 -9.435288 16.737272 0.77 0.58 -0.14
O -8.770759 -7.758456 15.709511 -0.04 -0.16 0.26
H -6.987065 -9.848660 15.928581 -0.02 -0.07 -0.13
H -7.426887 -9.853331 17.652136 -0.12 -0.12 -0.03
H -6.720001 -8.381768 16.914071 0.00 0.04 -0.12
Cl -12.473226 -10.454720 14.865268 0.01 0.03 -0.26
C -12.815794 -10.525812 16.584291 0.07 -0.43 0.26
Cl -13.228125 -12.166956 17.137172 -0.06 0.14 -0.10
H -11.919189 -10.236910 17.113585 0.06 0.12 0.03
H -13.659510 -9.888796 16.800287 -0.09 0.12 0.03
Cl -4.301389 -10.043992 20.225681 0.08 -0.20 -0.03
C -5.764703 -9.080310 20.364188 -0.21 0.22 -0.35
Cl -6.060795 -8.516232 21.995770 -0.02 0.12 0.28
H -5.651674 -8.223531 19.708872 0.03 0.09 0.10
H -6.628411 -9.660060 20.060429 0.08 -0.24 0.02
Cl -8.689660 -11.853004 20.852070 0.25 -0.02 0.19
C -9.938584 -11.440924 19.685184 -0.21 -0.23 -0.05
Cl -9.724130 -12.288830 18.151671 0.13 0.06 -0.05
H -10.893722 -11.758991 20.079172 -0.08 0.06 0.12
H -9.907492 -10.370004 19.540524 -0.02 0.09 -0.23
Cl -6.506254 -12.285801 13.801871 -0.28 -0.03 0.07
C -7.821862 -12.597960 12.649893 -0.41 0.50 0.40
Cl -9.396572 -11.939872 13.203076 0.40 -0.16 0.05
H -7.604908 -12.080287 11.728162 0.21 -0.12 -0.17
H -7.918188 -13.666488 12.558444 -0.05 -0.15 -0.16
Cl -7.038175 -9.238888 10.991096 -0.01 -0.05 -0.17
C -5.676991 -9.168096 12.113491 -0.39 0.21 0.46
Cl -4.514025 -10.446079 11.833474 0.37 0.00 -0.19
H -5.202084 -8.197019 12.051925 0.10 -0.02 -0.29
H -6.088190 -9.283425 13.110968 0.02 -0.14 0.01
Cl -8.675079 -6.639773 12.761809 0.04 0.15 -0.04
C -10.240877 -7.442439 12.903345 -0.02 -0.01 -0.25
Cl -11.106879 -7.505146 11.355750 0.06 -0.01 0.06
H -10.075213 -8.457940 13.231238 0.00 -0.10 0.09
H -10.845369 -6.879464 13.597219 -0.06 0.02 0.13

[2]
33
Properties=species:S:1:pos:R:3:forces:R:3 method="wB97M-V/def2-TZVPD" relative_energy_kcal_mol=73.5 spin_multiplicity=3 charge=+2
C -0.392841 -2.483437 -2.586816 0.65 -0.47 -0.44
C -1.253744 -1.357591 -2.102535 -3.52 0.05 -3.00
H -0.936020 -3.030532 -3.369303 -0.04 0.22 0.23
H -0.157701 -3.213642 -1.788029 -0.08 0.08 -0.30
H 0.538960 -2.136876 -3.111950 -0.78 -0.30 0.04
O -2.146864 -0.856352 -2.787840 2.85 -0.98 2.71
Cl 3.011126 -3.364967 -0.406806 -0.65 0.29 -0.22
Pr 1.540608 -1.443802 -0.990440 3.75 0.37 1.71
P 0.151078 1.382747 -2.109178 -1.17 2.39 -1.85
C -1.504623 2.138741 -1.929621 -0.28 -0.73 0.78
C 1.132109 2.931988 -2.048959 1.06 -0.41 1.07
H 1.120742 0.614106 -4.201871 -0.18 0.23 -0.17
H 0.075389 2.054672 -4.441829 -0.06 -0.23 0.28
H -0.660244 0.420114 -4.210784 0.20 0.29 -0.13
C 0.165946 1.085881 -3.931960 0.41 -1.29 0.34
H 2.191407 2.651484 -2.012827 -0.19 0.37 -0.07
H 0.929820 3.550230 -2.936330 -0.18 -0.44 0.21
H -1.587902 3.005456 -2.601037 0.18 -0.29 0.13
H -1.605813 2.470201 -0.889173 -0.16 0.09 -0.22
H 0.875619 3.493191 -1.141378 0.11 -0.13 -0.21
H -2.290518 1.408483 -2.152434 0.04 0.36 0.01
C -1.135463 -0.837320 -0.643136 -4.21 2.30 2.60
O -1.887137 -0.576648 0.238828 3.44 -1.16 -3.15
Cl 3.396819 0.220209 -1.698534 -1.03 -0.47 0.03
C 1.580152 0.804906 3.377636 -0.05 -0.04 -0.07
C 1.036845 -0.314049 2.511160 -0.01 -0.33 0.42
O 1.727721 -0.387712 1.221524 0.12 0.22 -0.76
H 2.601678 0.600204 3.712728 -0.11 -0.03 -0.13
H 0.964828 0.885062 4.276035 0.02 0.00 -0.07
H 1.555576 1.776806 2.869870 -0.06 -0.19 0.04
H 1.169245 -1.294321 2.979411 0.02 0.20 0.03
H -0.018532 -0.200773 2.265451 -0.01 0.21 0.12
H 2.511734 0.188041 1.246527 -0.09 -0.18 0.06

[3]
30
Properties=species:S:1:pos:R:3:forces:R:3 method="wB97M-V/def2-TZVPD" spin_multiplicity=1 charge=0 smiles=COCCCCCP(Cl)COC
C 3.763448 -0.735767 1.002103 0.39 0.14 0.29
O 3.436125 -0.842823 -0.445885 -0.14 1.87 0.81
C 2.839003 0.446280 -0.924047 0.24 -0.08 1.43
C 1.504854 0.700399 -0.002049 -0.49 1.97 -0.92
C 0.237898 1.385861 -0.851712 0.78 -0.02 1.08
C -0.786483 1.967446 0.332796 0.86 -1.13 -0.69
C -2.370915 1.899270 -0.082419 1.14 1.10 1.61
P -3.178304 0.437810 0.916594 -1.43 -0.11 -0.83
Cl -2.808567 0.789937 3.021608 0.51 -0.18 -1.54
C -2.260119 -1.188101 0.409457 1.25 0.05 -0.04
O -3.216847 -2.178810 -0.156728 2.94 0.32 -0.21
C -2.338621 -3.025031 -1.025780 0.02 -0.54 -0.29
H 3.936779 0.391150 1.344623 -0.51 -2.31 -0.82
H 4.799822 -1.278455 1.177838 -2.36 0.86 -0.38
H 2.883063 -1.212517 1.648033 2.07 1.01 -1.31
H 2.620461 0.454081 -2.074641 0.42 -0.56 2.28
H 3.678294 1.265570 -0.705641 -2.00 -1.42 -0.54
H 1.809034 1.538027 0.792237 -0.80 -2.14 -1.37
H 1.060249 -0.263132 0.499777 1.27 1.82 -0.94
H -0.243263 0.539450 -1.500990 0.73 1.76 1.11
H 0.648060 2.257679 -1.545783 -1.00 -1.87 1.41
H -0.631686 1.217521 1.248613 -0.28 1.89 -1.83
H -0.398961 3.023443 0.655807 -0.93 -1.96 -0.63
H -2.876083 2.882140 0.368475 0.79 -2.24 -1.14
H -2.584871 1.836392 -1.231096 0.38 -0.10 2.26
H -1.702961 -1.663089 1.338136 -0.97 0.97 -1.90
H -1.492970 -0.903419 -0.447308 -1.36 -0.54 1.87
H -1.241841 -3.079183 -0.571280 -2.33 0.05 -1.07
H -2.329323 -2.531886 -2.097658 0.19 -1.07 2.09
H -2.755276 -4.130245 -1.093081 0.63 2.47 0.21

[4]
46
Properties=species:S:1:pos:R:3:forces:R:3 method="wB97M-V/def2-TZVPD" spin_multiplicity=2 charge=+1
Rb -18.261130 0.842720 -13.651010 0.32 -0.31 0.14
C -13.925910 5.909390 -11.793360 -0.45 1.42 -1.85
C -14.490310 4.564070 -12.115920 1.12 -1.75 0.78
C -13.315020 3.554550 -12.361320 -2.79 -0.31 0.88
N -13.690200 2.366140 -13.258500 0.36 1.10 -0.76
C -14.960490 1.627970 -12.903190 0.52 -0.46 0.06
C -13.751990 2.859770 -14.766600 0.44 -0.50 1.05
C -12.697530 2.045240 -15.510040 -0.28 -0.41 -0.81
C -11.671870 1.769460 -14.445620 0.24 -0.07 1.39
C -12.472440 1.500200 -13.164710 0.85 -1.08 -0.29
H -13.569920 6.327120 -12.735100 0.06 0.24 -0.25
H -13.044260 6.033500 -11.164540 -0.54 -0.55 0.65
H -14.791990 6.526180 -11.553400 0.48 0.39 0.65
H -15.252690 4.536050 -12.894430 0.28 0.47 -0.30
H -14.994510 4.218960 -11.213260 -0.22 -0.28 -0.03
H -13.211800 3.065930 -11.392450 0.76 0.25 -0.01
H -12.398650 4.026430 -12.715860 -0.13 -0.31 -0.15
H -14.882940 1.258460 -11.880670 -0.13 0.34 0.09
H -15.083950 0.744110 -13.529000 0.75 -0.08 -0.28
H -15.886880 2.165680 -13.105070 0.55 0.85 0.42
H -14.808280 2.764010 -15.017970 0.35 0.20 -0.58
H -13.366280 3.879240 -14.764640 -0.67 0.15 0.19
H -13.082560 1.145680 -15.990290 -0.14 -0.09 0.21
H -12.263410 2.665210 -16.294430 -0.13 -0.03 -0.08
H -10.920400 0.984780 -14.533190 -0.32 -0.15 -0.69
H -11.087450 2.668210 -14.248650 0.06 0.22 -0.12
H -12.752720 0.460390 -12.996360 -0.23 -0.03 -0.54
H -11.830520 1.744070 -12.318210 -0.48 0.28 0.19
N -16.558450 -0.269920 -15.550980 -2.91 5.23 -3.61
S -16.523730 -0.027640 -17.250220 -2.61 1.25 -5.49
O -17.667550 -0.628510 -18.040210 3.64 1.74 3.49
O -15.213310 0.052880 -17.908930 -2.30 -0.80 2.09
F -16.898550 1.536370 -17.208000 -0.31 -0.37 0.74
S -15.671310 -1.436850 -15.559980 4.81 -8.55 3.01
O -14.253890 -1.197930 -15.546640 -0.59 0.42 -0.03
O -16.174250 -2.600550 -16.231400 0.42 1.00 -0.51
F -15.948370 -1.865320 -14.026200 -0.07 0.52 0.60
N -20.887360 1.321340 -14.368750 -2.46 -1.58 1.00
S -21.936240 0.495110 -13.292220 -1.57 -0.47 6.79
O -22.273050 -0.884260 -13.456750 0.12 1.40 -1.77
O -22.871630 1.401010 -12.645740 1.88 -1.13 -2.20
F -20.785980 0.298950 -12.200550 0.50 0.74 -0.24
S -21.712260 1.037230 -15.634000 0.82 2.12 -8.11
O -22.988690 1.786760 -15.790830 2.26 -1.68 0.93
O -21.732360 -0.292650 -16.231450 -0.46 1.43 1.62
F -20.657670 1.790140 -16.662250 -1.77 -0.79 1.74

[5]
29
Properties=species:S:1:pos:R:3:forces:R:3 method="wB97M-V/def2-TZVPD" relative_energy_kcal_mol=72.3 spin_multiplicity=1 charge=+1
C 0.699922 1.381942 -2.463239 -1.32 -0.74 -0.52
C 0.403998 -0.135253 -2.344690 -1.16 1.02 -0.71
C 0.795644 2.076024 -1.079258 -3.07 -0.16 -0.65
C -0.571663 -0.762286 -1.275592 1.51 1.47 -2.73
C -0.305225 1.562503 -0.108224 2.09 -2.12 1.39
C -0.387715 0.039630 -0.000334 2.54 -3.31 0.70
C 0.011662 -2.393356 2.386518 -0.29 2.50 -0.98
C -0.635645 -1.055336 2.728563 0.23 -0.22 -1.17
N 0.183378 -0.062555 3.110727 0.45 0.48 -0.27
N -1.401423 -0.486117 1.051973 3.81 -0.92 -0.11
I -2.378535 -1.274289 3.856448 -0.49 0.13 0.28
H 1.603161 1.333762 -3.132886 -0.64 0.98 0.98
H -0.143321 1.728277 -3.077511 0.36 0.79 0.29
H 0.296482 -0.477047 -3.387391 -0.92 -0.17 0.47
H 1.343507 -0.474670 -2.187298 3.04 -1.82 1.27
H 1.706796 1.818146 -0.641975 1.75 0.34 0.75
H 0.464249 3.131864 -1.056118 1.45 -0.15 -0.58
H -1.538514 -0.638706 -1.690411 -1.34 -0.16 -0.18
H -0.223553 -1.810896 -1.390947 -0.72 0.36 1.29
H -0.174321 1.971341 0.914504 0.47 -0.15 -0.40
H -1.241114 1.866514 -0.324167 -3.25 1.45 -1.47
H 0.715629 -0.351816 0.224334 -2.04 0.86 0.72
H -0.703673 -3.108742 2.409719 -2.13 -2.34 0.10
H 0.813064 -2.706653 2.943701 1.66 -0.25 2.45
H 0.478103 -2.454824 1.440721 0.12 0.62 -1.65
H -0.156665 0.900833 3.144224 0.14 -0.60 0.35
H 1.121461 -0.166692 2.752004 0.17 0.30 0.10
H -1.962788 -1.284852 0.795699 -0.41 0.28 -0.50
H -1.862723 0.303444 1.363866 -2.02 1.50 0.79

[6]
37
Properties=species:S:1:pos:R:3:forces:R:3 method="wB97M-V/def2-TZVPD" relative_energy_kcal_mol=0.0 spin_multiplicity=1 charge=+1
O 1.323493 -2.259753 4.793205 -0.27 0.76 -1.24
N 1.255916 -1.672451 3.838373 1.13 -0.64 1.47
O -0.174816 -1.901867 3.072778 0.22 -0.25 -0.24
P -1.498029 -1.357478 3.660526 -0.54 0.19 -0.53
I -3.071248 -3.059448 3.542911 -0.41 -0.19 0.11
H -1.317104 -0.988931 4.991321 0.06 -0.02 0.26
H -1.888874 -0.219665 2.912934 -0.22 -0.01 0.33
C -2.094722 3.775267 0.010478 0.13 -0.09 0.03
C -0.688761 3.292210 -0.378210 -0.14 -0.04 0.02
C -0.355722 2.084817 0.511346 0.08 0.21 -0.20
S -1.923768 1.328206 0.904851 0.03 0.46 0.01
O -2.153354 1.427181 2.355165 0.07 -0.13 -0.51
O -2.031782 0.022863 0.295825 -0.05 -0.20 0.27
C -2.963208 2.519960 0.078246 -0.06 0.22 0.02
H -2.495401 4.488589 -0.705683 -0.02 0.01 -0.02
H -2.067189 4.260576 0.987558 -0.03 0.01 0.02
H -0.678040 2.988655 -1.425619 0.00 -0.02 -0.02
H 0.056370 4.074394 -0.258475 0.03 0.01 0.01
H 0.258506 1.340926 0.006050 0.00 0.03 0.16
H 0.111158 2.384746 1.447517 -0.07 -0.04 0.06
H -3.886214 2.643230 0.639574 0.00 -0.10 0.04
H -3.174929 2.118429 -0.912058 0.01 -0.05 -0.01
C 2.795124 -2.780863 -1.727149 -0.12 0.05 -0.01
C 1.382327 -2.963149 -2.303694 0.05 0.10 0.03
C 0.595847 -1.678938 -2.003137 0.03 -0.23 -0.02
S 1.818684 -0.357766 -1.929952 -0.01 -0.21 0.06
O 1.848303 0.177358 -0.581678 0.05 -0.14 -0.05
O 1.647308 0.540616 -3.035779 -0.05 0.23 -0.09
C 3.255089 -1.395320 -2.171608 0.06 -0.17 0.06
H 3.478274 -3.552771 -2.074356 0.01 -0.02 -0.01
H 2.761758 -2.827955 -0.636795 0.02 0.00 0.02
H 1.444929 -3.113789 -3.381680 0.01 0.01 -0.03
H 0.882348 -3.832243 -1.881510 -0.02 -0.02 0.00
H -0.125308 -1.428559 -2.775936 -0.01 0.09 0.00
H 0.098508 -1.715264 -1.035724 0.02 0.08 0.04
H 4.083297 -0.991371 -1.595191 -0.03 0.09 0.00
H 3.491230 -1.370443 -3.234424 -0.01 0.03 -0.03

[7]
31
Properties=species:S:1:pos:R:3:forces:R:3 method="wB97M-V/def2-TZVPD" relative_energy_kcal_mol=24.5 spin_multiplicity=2 charge=+2
C 3.363467 2.738372 0.526543 0.90 0.76 0.35
O 2.256345 1.851123 0.330443 -0.12 -0.14 -0.08
C 1.614426 1.442987 1.558346 -0.26 -0.38 0.90
C 0.408148 0.624885 1.266253 -0.20 0.11 0.41
C -0.730853 1.169736 0.474169 -0.37 -0.26 0.83
O -0.381634 1.237538 -0.931777 0.13 -0.05 0.04
C -1.495480 1.521030 -1.785762 -0.97 0.29 -0.56
Lu 1.614348 1.143178 -1.524833 0.46 -0.47 -0.86
H 3.775876 2.977584 -0.458152 0.00 0.04 0.15
H 3.007621 3.653570 1.016775 0.13 -0.23 -0.18
H 4.123853 2.240999 1.141679 -0.19 0.12 -0.19
H 1.335675 2.362137 2.103700 0.11 -0.17 -0.10
H 2.342604 0.876435 2.153262 -0.14 0.19 -0.14
H 0.172813 -0.166466 1.974742 0.06 0.17 -0.17
H -0.998365 2.188541 0.798291 0.00 -0.19 -0.09
H -1.604505 0.513576 0.563872 0.18 0.15 -0.06
H -1.125633 1.547585 -2.815586 -0.13 0.03 0.10
H -2.244529 0.726624 -1.676029 0.22 0.18 -0.05
H -1.923437 2.493808 -1.513120 0.11 -0.24 -0.13
H 0.911108 -1.737463 0.687785 -0.02 -1.74 -0.92
O -3.601171 -3.412530 -0.464303 0.08 0.44 -0.28
C -2.833435 -2.360391 -0.842588 0.93 0.91 -0.02
C -1.324219 -2.589993 -0.786660 0.22 -1.08 -0.13
O -0.892901 -2.743212 0.549953 -0.37 0.28 -0.10
C 0.491191 -2.845485 0.685521 0.39 1.39 0.99
H -3.031028 -1.436785 -0.232782 -0.40 -0.58 -0.16
H -3.031566 -2.034115 -1.900041 -0.44 -0.49 0.55
H -0.799780 -1.746270 -1.280174 0.01 0.12 0.10
H -1.064935 -3.508715 -1.350099 -0.10 0.37 0.07
H 0.728455 -3.131105 1.716974 -0.30 -0.26 -0.18
H 0.937549 -3.597188 0.013584 0.10 0.74 -0.07

| no. | E_tot (eV) |
| --- | --- |
| 1 | -170021.7251 |
| 2 | -63115.7407 |
| 3 | -34488.9618 |
| 4 | -84290.4379 |
| 5 | -19660.2906 |
| 6 | -61413.1206 |
| 7 | -50374.6569 |